Entry from OMol25: a 10-piece molecular cluster, C30H81NO11 overall at a distorted geometry (the ωB97M-V functional and the def2-TZVPD basis).

```
123
Properties=species:S:1:pos:R:3:forces:R:3
C -6.5732 -1.4308 -0.3376 0.4 0.7 -0.3
C -5.5666 -2.0344 -1.3954 -2.3 -0.4 0.7
C -4.4506 -1.1023 -1.8125 -0.3 0.2 0.8
O -4.8844 0.1312 -2.3337 0.2 0.3 -0.1
C -3.8541 1.1116 -2.6571 -0.1 -1.4 -0.3
N -5.0335 -3.3309 -0.9297 0.2 0.3 0.2
H -7.4473 -2.0117 -0.0431 0.3 -0.8 -0.5
H -7.0536 -0.5041 -0.6515 0.4 0.2 -0.3
H -6.0798 -1.2135 0.6097 0.4 0.0 0.0
H -6.1182 -2.2221 -2.3166 -0.2 -0.2 -0.1
H -3.6876 -1.5879 -2.4208 0.2 0.1 -0.4
H -3.9249 -0.7812 -0.9132 0.8 0.2 0.8
H -4.2285 1.8447 -3.3715 -0.2 -0.2 0.3
H -3.0167 0.5151 -3.0189 0.2 0.3 -0.2
H -3.5387 1.5540 -1.7121 -0.1 0.3 0.4
H -5.0332 -3.3614 0.0798 0.5 0.7 0.6
H -5.7272 -4.0597 -1.0171 -0.2 -0.2 -1.1
C 3.3445 2.4069 -5.1959 0.1 0.2 0.9
C 2.2364 1.6584 -4.4418 -1.0 0.2 -2.1
C 0.8311 2.2804 -4.5162 -0.1 0.5 0.1
O 2.1336 0.4052 -5.1272 0.0 -0.9 0.8
H 4.2865 1.9778 -4.8545 0.2 0.3 0.0
H 3.3244 3.4855 -5.0397 0.1 0.0 0.2
H 3.3309 2.2330 -6.2719 -0.4 0.0 0.0
H 2.4754 1.4750 -3.3943 0.2 -0.2 -0.2
H 0.4808 2.5658 -5.5081 0.6 0.0 -0.4
H 0.7414 3.1893 -3.9214 0.0 0.0 0.3
H 0.0681 1.5674 -4.2036 0.2 -0.1 0.4
H 2.1962 0.5773 -6.0696 0.0 0.0 0.0
C -4.2651 2.7461 1.5690 0.4 0.3 0.5
C -3.8181 3.7878 0.5569 0.1 1.1 0.3
C -4.4827 5.1442 0.7702 0.2 0.4 -0.4
O -2.4045 4.0272 0.5719 -0.8 0.4 0.4
H -5.3393 2.6173 1.7013 -0.2 -0.3 -1.0
H -4.0501 3.0671 2.5882 0.8 0.1 0.0
H -3.7095 1.8435 1.3143 -0.4 -0.4 0.4
H -4.0327 3.4480 -0.4563 -0.5 -0.3 -0.4
H -4.2182 5.8085 -0.0526 0.0 0.0 -0.1
H -4.1066 5.6526 1.6580 0.0 -0.3 0.2
H -5.5717 5.1337 0.8154 0.0 -0.4 0.1
H -1.9482 3.1975 0.4133 0.2 -0.5 0.0
C 0.9545 0.9974 0.8281 0.8 0.0 -0.3
C 0.0707 1.3529 -0.3587 0.4 -1.1 0.2
C -0.0124 0.2903 -1.4723 -0.1 -0.4 -0.1
O -1.2050 1.5388 0.2033 -1.3 1.3 -0.6
H 1.0583 1.8539 1.4942 -0.1 0.1 -0.1
H 1.9589 0.7220 0.5065 0.1 -0.2 0.1
H 0.5354 0.1917 1.4310 -0.1 -0.2 -0.2
H 0.4124 2.2952 -0.7870 -0.3 0.1 0.0
H -0.2072 -0.7160 -1.1015 0.3 0.0 0.5
H 0.8342 0.2173 -2.1550 0.3 0.2 0.3
H -0.8719 0.4412 -2.1254 -0.1 0.6 0.0
H -1.4928 0.7476 0.6646 0.1 -0.6 -0.1
C -1.3038 2.5701 4.0109 -0.6 -0.1 -0.5
C -0.2534 1.8602 4.7831 1.3 0.9 0.7
C 0.9906 2.7904 4.9454 -0.5 -0.7 -0.2
O -0.8093 1.5032 6.0538 0.4 -0.1 -0.4
H -1.0641 2.7166 2.9577 0.4 0.2 0.0
H -1.4483 3.5392 4.4884 -0.5 0.0 -0.1
H -2.2023 1.9540 3.9781 -0.3 0.3 0.4
H 0.1103 0.9792 4.2543 -0.1 -0.4 -0.1
H 0.9508 3.4819 5.7870 -0.5 0.0 0.0
H 1.0366 3.3671 4.0217 0.5 0.0 0.1
H 1.8841 2.1852 5.0985 0.2 0.1 -0.2
H -0.0573 1.5200 6.6503 -0.1 -0.2 0.4
C 3.5926 -2.0931 -3.1913 -0.5 -0.1 -0.8
C 3.9056 -3.2614 -2.3185 0.6 -1.9 0.9
C 3.1638 -4.5720 -2.6262 -2.0 1.1 0.1
O 5.2135 -3.5739 -2.5263 4.0 0.3 -1.0
H 2.6638 -1.6748 -2.8033 0.0 0.5 -0.5
H 3.5129 -2.3983 -4.2347 -0.7 -0.4 0.0
H 4.4049 -1.3807 -3.3357 0.0 0.2 1.1
H 3.8541 -3.0156 -1.2578 -0.9 0.3 0.3
H 3.0245 -5.2673 -1.7984 0.3 0.2 0.3
H 3.5385 -5.1473 -3.4728 0.3 0.5 -0.1
H 2.1810 -4.1712 -2.8745 -0.7 -0.7 -0.3
H 5.5895 -4.2451 -1.9521 -0.4 0.0 0.1
C -1.4522 -3.5280 -1.8914 0.3 -0.5 -1.5
C -1.2970 -4.1849 -0.5373 1.6 0.9 0.4
C 0.1415 -3.9300 0.1425 -2.0 0.3 -0.3
O -2.3644 -3.6471 0.2602 0.7 -0.2 0.8
H -0.9621 -4.1626 -2.6298 0.3 0.2 -0.2
H -1.1522 -2.5002 -2.0959 0.7 0.1 0.8
H -2.4816 -3.4956 -2.2483 -0.4 -0.6 0.3
H -1.3614 -5.2661 -0.6594 -0.6 0.0 0.1
H 0.1694 -2.8837 0.4470 0.3 0.3 -0.5
H 0.9262 -4.1990 -0.5646 -0.1 0.2 0.0
H 0.3112 -4.4553 1.0824 -0.3 -0.5 -0.2
H -3.1176 -3.5024 -0.3171 -0.4 -0.4 -0.3
C 4.1160 2.4646 -1.3492 -0.4 -1.4 -0.6
C 5.5427 2.7719 -1.0236 0.8 0.2 -0.2
C 6.5717 2.7894 -2.1332 -0.8 -0.5 -1.3
O 5.5546 4.0164 -0.4132 0.4 1.3 1.5
H 3.4919 2.4854 -0.4558 0.2 -0.1 0.1
H 4.1309 1.4626 -1.7782 -0.5 -0.3 0.0
H 3.6044 3.1075 -2.0654 0.5 0.4 -0.2
H 5.9608 2.0446 -0.3276 -0.5 0.0 0.5
H 6.5024 1.8943 -2.7513 0.2 -0.4 0.1
H 7.5970 2.8830 -1.7752 -0.2 0.2 0.1
H 6.2867 3.5680 -2.8408 0.4 0.5 0.0
H 5.4463 4.6930 -1.0856 0.0 0.1 -0.1
C 2.8549 -1.1185 3.0164 0.1 0.0 0.7
C 2.9617 -1.5682 4.4786 0.2 -0.9 -0.5
C 1.6364 -2.1316 4.9553 -0.6 0.8 0.5
O 3.9464 -2.5871 4.6742 0.3 0.0 -0.6
H 2.2228 -0.2330 3.0829 0.1 0.2 -0.3
H 2.3409 -1.8362 2.3771 0.1 -0.2 0.1
H 3.8173 -0.8549 2.5778 0.0 0.0 0.1
H 3.3237 -0.7336 5.0790 -0.5 0.4 0.0
H 0.7929 -1.5291 4.6183 0.0 0.2 0.0
H 1.5961 -2.0832 6.0434 0.0 -0.3 0.1
H 1.4365 -3.1507 4.6242 0.4 0.0 -0.1
H 4.0349 -2.6885 5.6247 0.1 -0.2 0.1
C -1.5042 -2.1071 3.1675 0.1 0.1 0.4
C -2.0299 -0.8693 2.5003 -0.9 0.6 0.4
O -2.0568 -0.9727 1.0799 0.2 1.1 0.0
O -2.3110 -3.2477 2.9885 -0.4 0.2 0.4
H -1.4643 -1.8695 4.2305 0.0 -0.3 0.1
H -0.4963 -2.3520 2.8326 0.3 0.3 -0.1
H -1.5816 0.0587 2.8551 1.4 -0.1 -0.6
H -3.0032 -0.5448 2.8686 -0.9 -1.1 0.0
H -2.2659 -1.8746 0.8258 0.1 -0.6 0.0
H -2.2143 -3.5438 2.0804 -0.1 -0.3 -0.2
```
Forces are in eV/Å.

Output
- Charge: +1
- LUMO (alpha / beta): -2.56 / -8.89 eV
- Electronic energy: -2073.53057 Ha
- Spin multiplicity: 2
- HOMO-LUMO gap (alpha / beta): 8.79 / 2.46 eV
- Expectation value of S²: 0.755
- Molecular weight: 632.0 g/mol